1.
Entry from OMol25: a 3-piece molecular cluster, C25H52I2N4O4P3S overall at a distorted geometry (ωB97M-V with the def2-TZVPD basis set).

Results
LUMO level = -2.978 eV
Net charge = +1
Energy above the lowest of the compared OMol25 structures with the same formula, charge and spin = 23.3 kcal per mole
Energy = -3521.05379 a.u.
Frontier orbital gap = 7.37 eV
HOMO energy = -10.346 eV

CARTESIAN COORDINATES (ANGSTROEM)
C  5.1407  3.7361  4.0951
C  4.3694  4.0093  2.8074
C  3.2456  2.9468  2.5563
C  3.5445  2.2039  1.2381
C  4.8625  1.4322  1.4872
C  2.4047  1.3731  0.5762
P  0.9597  2.5886  0.6206
O  -0.2359  2.1848  -0.1616
C  2.5586  1.1076  -0.9894
C  2.2999  2.3672  -1.8330
C  3.9605  0.5788  -1.4988
I  3.9022  -0.5154  -3.3516
C  5.1089  1.6455  -1.6280
C  6.4319  0.9774  -1.1772
I  5.5709  2.2792  -3.6724
N  1.4757  0.0847  -1.1235
N  0.9262  -0.3510  -2.2922
C  0.2306  0.3968  -3.1073
C  -1.1270  0.9372  -2.8401
C  0.7216  0.6317  -4.5046
C  1.1223  -0.5060  -0.0280
C  0.1870  -1.6538  0.0775
C  -1.2215  -1.5375  -0.5217
C  1.8465  0.0473  1.1856
P  3.0712  -1.3651  1.5808
S  3.6054  -2.4718  0.0695
P  0.6959  -0.0701  2.7502
C  -0.9893  0.4834  2.3007
O  1.1581  1.0637  3.8495
H  4.4456  3.8708  4.9267
H  5.9369  4.4573  4.2667
H  5.5216  2.7194  4.1712
H  3.8908  4.9803  2.9384
H  5.0180  4.1187  1.9377
H  3.3198  2.2636  3.3979
H  2.3197  3.5079  2.6204
H  3.8078  2.9814  0.5177
H  4.9782  1.2110  2.5478
H  5.6902  2.0920  1.2507
H  4.9392  0.4902  0.9593
H  0.6259  2.6739  1.9742
H  1.4730  3.8527  0.2876
H  1.2402  2.5183  -2.0347
H  2.7335  2.2171  -2.8207
H  2.7676  3.2458  -1.4036
H  4.3154  -0.1898  -0.8229
H  4.9224  2.5928  -1.1400
H  6.3509  -0.1086  -1.1728
H  7.2517  1.2180  -1.8440
H  6.7472  1.3026  -0.1909
H  -1.2765  1.3113  -1.8301
H  -1.8051  0.0864  -2.9779
H  -1.4180  1.6809  -3.5758
H  1.3191  1.5410  -4.5407
H  1.2424  -0.2337  -4.8997
H  -0.1303  0.7958  -5.1666
H  0.6862  -2.4751  -0.4484
H  0.1122  -1.9988  1.1085
H  -1.7324  -0.5949  -0.3574
H  -1.8395  -2.3227  -0.0918
H  -1.1870  -1.7265  -1.5918
H  4.1590  -0.8622  2.3042
H  2.3659  -2.1534  2.4963
H  -1.6809  -0.1494  2.8576
H  -1.2051  0.3675  1.2478
H  -1.1201  1.5360  2.5616
H  0.5215  1.7873  3.8844
C  -3.5375  -2.7292  2.9125
O  -2.8930  -1.6980  2.7504
N  -4.6338  -3.0572  2.2274
C  -5.3486  -4.2946  2.4768
C  -5.1381  -2.1521  1.1974
H  -3.2492  -3.4829  3.6624
H  -5.3710  -4.9001  1.5693
H  -6.3728  -4.0764  2.7816
H  -4.8583  -4.8602  3.2664
H  -4.3724  -2.0055  0.4342
H  -5.3693  -1.1851  1.6440
H  -6.0297  -2.5602  0.7394
C  -7.8969  -2.0186  -1.6803
O  -7.1242  -1.9985  -0.7341
N  -7.8492  -2.9073  -2.6825
C  -8.7968  -2.8825  -3.7821
C  -6.8138  -3.9268  -2.6613
H  -8.7150  -1.2889  -1.7839
H  -9.3490  -3.8226  -3.8199
H  -8.2687  -2.7434  -4.7267
H  -9.5021  -2.0655  -3.6495
H  -6.9046  -4.5317  -1.7585
H  -5.8291  -3.4578  -2.6594
H  -6.9106  -4.5645  -3.5356

2.
Entry from OMol25: C25H52N12RuS as an isolated structure at a distorted geometry (ωB97M-V with the def2-TZVPD basis set).

Results
LUMO level (spin up / spin down) = -9.921 / -9.350 eV
Net charge = +3
Energy above the lowest of the compared OMol25 structures with the same formula, charge and spin = 58.8 kcal per mole
Energy = -2133.00164 a.u.
Frontier orbital gap (spin up / spin down) = 6.47 / 7.11 eV
Multiplicity = 2
HOMO energy (spin up / spin down) = -16.388 / -16.460 eV

CARTESIAN COORDINATES (ANGSTROEM)
Ru  -0.3370  -0.5221  -0.1216
C  3.1183  -5.1134  -0.0176
N  2.2291  -4.1001  0.5391
C  1.9774  -4.2322  1.9651
C  1.7004  -3.1127  -0.2060
N  0.4844  -2.6254  0.0265
C  -0.5343  -3.4794  0.5937
C  -1.7235  -3.3708  -0.3332
N  -2.2160  -1.9885  -0.3565
C  -3.1417  -1.7488  0.7619
C  -2.9705  -0.3896  1.4128
N  -1.5744  -0.1504  1.7201
C  -1.2177  0.5873  2.7629
N  0.0484  0.4883  3.2670
C  0.7781  1.6838  3.6790
C  0.8826  -0.6317  2.8860
N  -2.0644  1.3973  3.4242
C  -1.9790  1.5888  4.8692
C  -3.1076  2.1732  2.7687
C  -2.7773  -1.6694  -1.6758
C  -2.9882  -0.1964  -1.8846
N  -1.7471  0.5233  -1.6575
C  -1.5506  1.6800  -2.2643
N  -2.1662  2.0434  -3.4134
C  -2.3319  1.1475  -4.5477
C  -2.6734  3.3957  -3.6230
N  -0.7155  2.5902  -1.7026
C  -0.4497  2.5205  -0.2966
C  0.1126  3.4744  -2.5142
N  2.4247  -2.6556  -1.2545
C  1.7481  -2.1579  -2.4463
C  3.8766  -2.5388  -1.2059
H  2.7855  -6.0942  0.3248
H  3.0852  -5.1032  -1.1031
H  4.1493  -4.9800  0.3149
H  2.9334  -4.3013  2.4871
H  1.4427  -3.3663  2.3459
H  1.4126  -5.1387  2.1914
H  -0.2179  -4.5230  0.6331
H  -0.8108  -3.1613  1.6039
H  -1.3948  -3.6514  -1.3324
H  -2.5100  -4.0661  -0.0267
H  -4.1776  -1.8400  0.4230
H  -2.9725  -2.5136  1.5188
H  -3.3648  0.3894  0.7578
H  -3.5747  -0.3953  2.3235
H  0.1264  2.5521  3.6932
H  1.2070  1.5512  4.6723
H  1.5903  1.8759  2.9719
H  0.3440  -1.5637  3.0530
H  1.1888  -0.5850  1.8275
H  1.7841  -0.6314  3.4947
H  -1.2999  0.8673  5.3131
H  -1.6509  2.5983  5.1240
H  -2.9701  1.4460  5.3021
H  -2.9210  2.2421  1.7000
H  -4.1044  1.7613  2.9388
H  -3.0956  3.1828  3.1806
H  -2.0690  -2.0217  -2.4274
H  -3.7281  -2.1922  -1.8238
H  -3.3954  -0.0598  -2.8844
H  -3.7411  0.1863  -1.1883
H  -1.7986  0.2138  -4.3819
H  -3.3854  0.9459  -4.7576
H  -1.9129  1.6270  -5.4349
H  -2.4793  4.0199  -2.7564
H  -2.2302  3.8547  -4.5087
H  -3.7534  3.3484  -3.7782
H  -1.3543  2.7138  0.2841
H  -0.0774  1.5172  -0.0179
H  0.3141  3.2429  -0.0267
H  -0.0081  3.2357  -3.5663
H  -0.1394  4.5248  -2.3591
H  1.1620  3.3286  -2.2489
H  1.3300  -2.9855  -3.0238
H  0.9295  -1.4683  -2.1964
H  2.4627  -1.6250  -3.0651
H  4.2412  -2.7728  -0.2103
H  4.3623  -3.1929  -1.9321
H  4.1576  -1.5115  -1.4317
S  2.2586  0.5049  -0.7634
C  3.0451  1.9594  -0.3944
N  4.1538  2.2772  -1.1304
C  4.8792  3.3902  -0.8961
C  4.4926  4.2413  0.0977
C  3.3431  3.8845  0.8145
N  2.6414  2.7895  0.5720
H  4.4302  1.6466  -1.8725
H  5.7490  3.5594  -1.5160
H  5.0462  5.1395  0.3214
H  2.9749  4.5158  1.6153